# 1
DFT (ωB97M-V/def2-TZVPD) results for the ion C3H8N3O with charge +1.

Values from the calculation:
net charge: +1
SMILES: [NH3+]N1CNC(=O)C1

CARTESIAN COORDINATES (ANGSTROEM)
C  -0.623  -2.006  -0.448
C  -1.483  -0.681  -0.205
C  0.299  -0.076  -1.352
N  0.548  -1.472  -1.034
N  -0.615  0.442  -0.262
N  0.281  0.495  0.927
O  -0.737  -3.176  -0.169
H  -2.275  -0.445  -1.067
H  -2.135  -0.770  0.665
H  1.214  0.487  -1.500
H  -0.158  0.129  -2.329
H  1.086  -1.952  -1.733
H  0.688  -0.229  1.423
H  -0.364  0.823  1.679
H  1.194  0.972  0.663

Forces on atoms 1 to 3 (eV/Å):
C 1.160 -0.500 -0.453
C -3.338 -1.827 -0.828
C 0.207 0.754 -0.971

# 2
DFT (ωB97M-V/def2-TZVPD) results for a cluster of 2 separate species, C40H38BF3O3 in total.

CARTESIAN COORDINATES (ANGSTROEM)
C  -2.224  -3.139  -4.335
C  -2.225  -4.162  -3.201
C  -2.631  -5.537  -3.737
C  -0.815  -4.227  -2.562
O  -0.450  -2.992  -2.015
B  -1.406  -2.484  -0.989
C  -1.337  -3.390  0.330
C  -0.177  -4.043  0.677
C  -0.140  -4.822  1.813
C  -1.262  -4.943  2.609
C  -1.205  -5.790  3.869
F  -2.416  -5.769  4.467
F  -0.876  -7.051  3.519
F  -0.266  -5.269  4.688
C  -2.423  -4.291  2.250
C  -2.458  -3.511  1.114
C  -1.019  -0.936  -0.609
C  -1.181  -0.107  -1.859
C  0.332  -0.814  0.020
C  0.481  -0.281  1.291
C  1.728  -0.191  1.871
C  2.840  -0.628  1.182
C  2.705  -1.154  -0.086
C  1.457  -1.248  -0.661
O  -2.796  -2.481  -1.537
C  -3.203  -3.698  -2.091
H  -1.917  -2.164  -3.962
H  -1.535  -3.437  -5.124
H  -3.219  -3.042  -4.768
H  -2.638  -6.278  -2.939
H  -3.627  -5.499  -4.177
H  -1.933  -5.869  -4.503
H  -0.793  -4.975  -1.763
H  -0.060  -4.513  -3.302
H  0.698  -3.929  0.060
H  0.758  -5.348  2.089
H  -3.300  -4.404  2.865
H  -3.357  -2.990  0.830
H  -1.802  -0.708  0.125
H  -2.184  -0.218  -2.272
H  -1.006  0.951  -1.666
H  -0.474  -0.427  -2.624
H  -0.388  0.062  1.827
H  1.831  0.215  2.864
H  3.814  -0.569  1.637
H  3.571  -1.499  -0.628
H  1.339  -1.679  -1.640
H  -4.216  -3.574  -2.489
H  -3.253  -4.439  -1.287
C  2.205  5.002  -4.859
O  2.936  4.054  -4.107
C  2.425  3.817  -2.844
C  3.267  3.232  -1.875
C  2.878  3.104  -0.572
C  1.603  3.536  -0.148
C  1.226  3.603  1.243
C  -0.125  3.602  1.748
C  -0.110  3.949  3.115
C  -1.298  4.117  3.818
C  -2.495  3.922  3.163
C  -2.516  3.531  1.826
C  -1.352  3.355  1.118
C  1.266  4.152  3.505
C  2.077  3.932  2.367
C  3.454  4.178  2.466
C  3.981  4.606  3.665
C  3.167  4.816  4.777
C  1.810  4.595  4.706
C  0.728  4.021  -1.145
C  1.118  4.159  -2.445
H  2.781  5.263  -5.749
H  1.241  4.594  -5.174
H  2.061  5.907  -4.266
H  4.253  2.936  -2.181
H  3.539  2.642  0.141
H  -1.270  4.425  4.849
H  -3.424  4.077  3.691
H  -3.464  3.375  1.335
H  -1.379  3.017  0.095
H  4.087  4.076  1.600
H  5.040  4.798  3.743
H  3.600  5.177  5.698
H  1.164  4.797  5.546
H  -0.246  4.367  -0.855
H  0.425  4.554  -3.169

Forces on atoms 1 to 3 (eV/Å):
C 0.049 0.049 0.184
C -0.001 -0.201 0.241
C 0.129 0.337 0.265

# 3
DFT (ωB97M-V/def2-TZVPD) results for a cluster of 2 separate species, C5H14 in total.

Values from the calculation:
net charge: -1
spin multiplicity: 2

CARTESIAN COORDINATES (ANGSTROEM)
C  -1.504  -1.014  1.954
C  -0.048  -1.270  2.237
C  -1.775  -0.020  0.837
H  -2.004  -1.956  1.706
H  -2.042  -0.503  2.771
H  0.365  -1.954  1.499
H  0.118  -1.707  3.235
H  -1.743  1.060  0.959
H  -1.235  -0.228  -0.089
H  0.597  -0.398  2.363
H  -2.826  -0.027  0.473
C  1.699  1.730  -2.012
C  1.438  0.437  -2.766
H  2.301  2.384  -2.669
H  0.815  2.285  -1.713
H  2.467  1.569  -1.250
H  0.608  -0.122  -2.285
H  1.350  0.593  -3.840
H  2.247  -0.295  -2.607

Forces on atoms 1 to 3 (eV/Å):
C -0.795 1.526 0.063
C 0.632 -0.166 1.169
C -1.174 0.062 -2.186

# 4
DFT (ωB97M-V/def2-TZVPD) results for a cluster of 2 separate species, C2H3Cl2N in total.

CARTESIAN COORDINATES (ANGSTROEM)
C  0.574  0.884  0.101
C  -0.054  -0.558  0.086
N  1.223  -0.397  0.015
Cl  -3.337  -1.230  0.104
Cl  2.794  -1.031  0.104
H  0.653  1.344  -0.820
H  0.539  1.577  0.867
H  -2.392  -0.591  -0.457

Forces on atoms 1 to 3 (eV/Å):
C 0.637 -1.979 -1.581
C 1.070 -0.581 -0.111
N -0.870 1.239 1.229

# 5
DFT (ωB97M-V/def2-TZVPD) results for an isolated molecule of C16H15N3O4.

Values from the calculation:
SMILES: CC(=O)Nc1cccc(NC(=O)c2ccc(C)c([N+](=O)[O-])c2)c1

CARTESIAN COORDINATES (ANGSTROEM)
C  -1.767  2.573  1.953
C  -1.582  1.278  1.197
O  -1.080  0.293  1.690
N  -2.011  1.358  -0.099
C  -1.789  0.459  -1.145
C  -1.241  -0.800  -0.933
C  -0.876  -1.588  -2.020
C  -1.205  -1.186  -3.311
C  -1.832  0.031  -3.509
C  -2.095  0.869  -2.443
H  -2.534  1.841  -2.612
H  -2.088  0.344  -4.510
H  -0.954  -1.814  -4.152
N  -0.164  -2.782  -1.840
C  0.848  -3.075  -0.971
O  1.348  -4.180  -0.961
C  1.282  -1.986  -0.045
C  1.507  -0.691  -0.478
C  1.755  0.318  0.448
C  1.880  0.048  1.816
C  1.757  -1.281  2.208
C  1.441  -2.279  1.307
H  1.296  -3.295  1.641
H  1.874  -1.527  3.252
C  2.136  1.100  2.840
H  1.196  1.594  3.081
H  2.821  1.864  2.479
H  2.537  0.654  3.747
N  1.765  1.652  -0.077
O  2.075  1.801  -1.243
O  1.412  2.563  0.648
H  1.450  -0.426  -1.523
H  -0.327  -3.507  -2.529
H  -1.069  -1.139  0.072
H  -2.392  2.247  -0.393
H  -1.733  2.376  3.020
H  -0.938  3.233  1.695
H  -2.704  3.062  1.700

Forces on atoms 1 to 3 (eV/Å):
C 0.125 -0.112 0.129
C -0.151 0.392 0.163
O 0.038 -0.173 0.116

# 6
DFT (ωB97M-V/def2-TZVPD) results for a cluster of 13 separate species, C27H80N8O13 in total.

CARTESIAN COORDINATES (ANGSTROEM)
C  -0.940  -0.645  4.117
O  -0.775  0.289  3.087
H  -1.659  -1.451  3.854
H  -1.432  -0.139  4.971
H  0.020  -1.088  4.443
H  -0.139  -0.043  2.464
C  4.211  1.980  -0.828
O  4.253  0.589  -0.820
H  3.610  2.304  0.011
H  3.727  2.266  -1.761
H  5.195  2.460  -0.734
H  4.845  0.205  -1.466
C  0.197  -0.135  -0.580
O  0.666  0.104  0.716
N  -1.056  -0.083  -0.930
N  1.168  -0.353  -1.465
H  -1.680  0.269  -0.181
H  -1.481  -0.046  -1.844
H  2.155  -0.266  -1.070
H  0.959  -1.000  -2.257
C  1.933  -2.510  -3.663
O  2.292  -3.821  -3.347
N  2.753  -1.626  -4.188
N  0.761  -2.013  -3.428
H  3.765  -1.943  -4.210
H  2.692  -0.612  -4.098
H  0.124  -2.633  -2.943
H  0.309  -1.179  -3.925
C  -1.475  -0.019  -4.103
O  -2.179  -1.178  -4.111
N  -1.748  1.022  -3.395
N  -0.326  0.064  -4.673
H  -2.699  1.170  -3.182
H  -1.098  1.778  -3.241
H  -0.111  -0.643  -5.461
H  0.251  0.804  -4.471
C  3.102  0.495  3.018
O  2.074  0.042  3.831
N  4.211  1.021  3.494
N  3.053  0.437  1.732
H  4.367  0.879  4.521
H  4.981  1.450  2.905
H  2.108  0.202  1.226
H  3.754  0.697  1.068
C  5.965  -3.579  -0.897
C  4.468  -3.782  -0.818
C  3.605  -2.459  -0.931
O  3.960  -4.623  -1.558
H  6.205  -2.719  -0.331
H  6.340  -3.332  -1.887
H  6.589  -4.327  -0.557
H  4.393  -4.132  0.193
H  2.549  -2.559  -0.917
H  3.862  -1.884  -1.829
H  3.858  -1.853  -0.015
H  3.646  -4.205  -2.364
C  1.534  -3.783  3.876
C  0.515  -3.615  2.713
C  1.187  -2.947  1.487
O  0.077  -4.683  2.344
H  2.196  -4.552  3.675
H  0.988  -3.976  4.778
H  2.134  -2.879  3.997
H  -0.306  -2.991  3.021
H  2.007  -3.517  0.952
H  1.674  -2.128  1.914
H  0.526  -2.641  0.747
H  -0.259  -4.665  1.425
C  -2.467  -2.138  1.325
C  -3.095  -3.254  2.173
C  -4.600  -3.338  2.146
O  -2.649  -4.433  2.060
H  -1.429  -1.887  1.519
H  -3.142  -1.236  1.321
H  -2.517  -2.472  0.313
H  -3.004  -3.095  3.241
H  -5.046  -4.017  1.485
H  -4.947  -2.365  2.011
H  -4.972  -3.696  3.100
H  -1.776  -4.450  2.409
C  -4.365  -0.749  -1.881
C  -5.274  -0.217  -0.803
C  -6.222  0.873  -1.182
O  -5.799  -1.145  -0.147
H  -4.723  -1.635  -2.424
H  -3.381  -0.990  -1.344
H  -4.165  -0.011  -2.712
H  -4.608  0.275  -0.148
H  -7.025  0.447  -1.764
H  -5.677  1.544  -1.821
H  -6.626  1.427  -0.371
H  -6.333  -1.675  -0.740
C  -3.356  2.848  -0.428
C  -2.534  2.295  0.686
C  -2.941  2.864  2.050
O  -2.732  1.096  0.838
H  -3.243  3.960  -0.466
H  -4.399  2.575  -0.339
H  -3.052  2.373  -1.367
H  -1.478  2.601  0.633
H  -3.986  2.674  2.280
H  -2.707  3.937  2.092
H  -2.343  2.434  2.907
H  -2.379  0.753  1.649
C  1.777  4.182  -2.515
C  0.990  2.894  -2.183
C  -0.448  3.230  -1.895
O  1.046  1.938  -2.922
H  1.559  4.496  -3.591
H  2.851  4.061  -2.324
H  1.470  4.974  -1.859
H  1.458  2.520  -1.261
H  -0.992  3.648  -2.774
H  -0.532  4.016  -1.073
H  -0.950  2.381  -1.474
H  0.801  1.112  -2.431
C  1.216  3.285  1.578
C  0.765  4.633  2.047
C  0.173  5.527  0.918
O  -0.134  4.661  2.892
H  2.113  3.343  1.101
H  0.489  2.793  0.918
H  1.288  2.628  2.417
H  1.660  5.202  2.525
H  -0.892  5.144  0.800
H  0.651  5.311  0.017
H  0.196  6.590  1.100
H  -0.017  3.987  3.584

Forces on atoms 1 to 3 (eV/Å):
C -0.615 -0.551 1.068
O -1.119 0.529 0.122
H 0.476 0.256 -0.095

# 7
DFT (ωB97M-V/def2-TZVPD) results for a structure of composition C4H3MgNaO2.

Values from the calculation:
net charge: +1
spin multiplicity: 2

CARTESIAN COORDINATES (ANGSTROEM)
Mg  2.254  -0.155  2.155
O  0.575  -0.074  -0.014
C  0.406  1.257  -0.540
H  -0.402  1.947  -0.257
H  1.320  1.857  -0.415
C  0.794  0.781  -3.165
C  0.203  0.853  -1.976
C  0.514  -0.568  -1.994
O  0.258  -1.706  -2.301
Na  -1.024  -1.035  1.499
H  1.471  1.327  -3.818

Forces on atoms 1 to 3 (eV/Å):
Mg -0.164 -0.024 -0.067
O -0.504 0.797 -0.228
C 0.281 0.245 -0.008

# 8
DFT (ωB97M-V/def2-TZVPD) results for a cluster of 2 separate species, C36H38NO3 in total.

Values from the calculation:
net charge: +1

CARTESIAN COORDINATES (ANGSTROEM)
C  2.115  -6.916  2.304
O  2.449  -5.610  2.817
C  1.599  -4.590  2.524
C  1.961  -3.312  3.017
C  1.204  -2.212  2.697
C  0.048  -2.321  1.866
C  -0.695  -1.160  1.503
C  -1.809  -1.211  0.659
C  -2.817  -0.258  0.551
C  -4.015  -0.464  -0.195
C  -4.886  0.630  -0.477
C  -5.998  0.478  -1.263
C  -6.326  -0.796  -1.792
O  -7.442  -0.854  -2.565
C  -7.820  -2.140  -3.095
C  -5.510  -1.916  -1.485
C  -4.401  -1.753  -0.671
C  -0.351  -3.628  1.461
C  0.426  -4.740  1.740
H  2.915  -7.558  2.670
H  1.148  -7.255  2.693
H  2.099  -6.917  1.207
H  2.848  -3.241  3.643
H  1.477  -1.233  3.099
H  -0.413  -0.219  1.978
H  -1.877  -2.078  -0.002
H  -2.713  0.703  1.060
H  -4.638  1.614  -0.076
H  -6.653  1.309  -1.513
H  -8.734  -1.942  -3.654
H  -7.043  -2.531  -3.764
H  -8.016  -2.857  -2.288
H  -5.774  -2.896  -1.893
H  -3.814  -2.629  -0.394
H  -1.302  -3.770  0.947
H  0.144  -5.732  1.375
C  5.122  1.708  4.683
O  4.984  0.600  3.772
C  4.666  0.908  2.489
C  4.582  -0.181  1.591
C  4.070  0.011  0.335
C  3.486  1.254  -0.048
C  2.734  1.307  -1.276
C  1.647  2.136  -1.550
N  1.153  2.271  -2.813
C  1.728  1.567  -3.956
C  0.752  1.756  -5.132
C  -0.442  2.569  -4.592
C  -0.165  2.827  -3.094
C  0.922  2.789  -0.411
C  0.520  2.023  0.692
C  -0.157  2.610  1.758
C  -0.413  3.992  1.739
C  -0.003  4.760  0.646
C  0.662  4.166  -0.424
C  3.722  2.367  0.808
C  4.303  2.207  2.051
H  5.473  1.250  5.608
H  5.861  2.433  4.308
H  4.156  2.210  4.844
H  4.896  -1.161  1.943
H  4.063  -0.808  -0.385
H  3.068  0.617  -2.058
H  2.719  1.948  -4.235
H  1.854  0.498  -3.734
H  1.232  2.305  -5.950
H  0.433  0.789  -5.531
H  -0.518  3.524  -5.131
H  -1.394  2.044  -4.719
H  -0.934  2.353  -2.468
H  -0.217  3.903  -2.890
H  0.741  0.951  0.712
H  -0.478  2.008  2.611
H  -0.932  4.461  2.574
H  -0.193  5.834  0.623
H  1.013  4.767  -1.262
H  3.456  3.371  0.470
H  4.444  3.061  2.717

Forces on atoms 1 to 3 (eV/Å):
C 0.153 0.098 0.114
O -1.184 0.793 -0.421
C 0.515 -0.225 -0.218

| no. | DFT total energy (Eh) |
| --- | --- |
| 1 | -358.281189 |
| 2 | -2097.210077 |
| 3 | -198.807932 |
| 4 | -1052.970753 |
| 5 | -1083.898789 |
| 6 | -2492.507812 |
| 7 | -666.630265 |
| 8 | -1674.760878 |